Record 1
Entry from the OMol25 dataset: a molecular structure, C11H27HfNO8Sr2 at a distorted geometry (ωB97M-V/def2-TZVPD).

The expectation value of S² is 0.754. As for the net charge: +7. Its LUMO energy (spin up / spin down) is -0.8291 / -0.9102 hartree. The multiplicity is 2. The frontier orbital gap (spin up / spin down) comes out at 5.3851 / 3.1758 eV.

Positions of all 50 atoms, in Å:
H -1.24 -3.21 0.29
O -1.45 3.05 -1.67
Sr 3.93 -0.30 1.05
H -4.69 -2.35 1.51
H -1.15 4.97 -0.79
C 6.08 -0.76 -1.74
C -1.89 4.17 -0.84
C -3.87 -2.02 2.16
H -3.91 2.96 2.23
H 1.07 -3.43 -0.23
H 2.67 -3.51 -1.87
C -3.34 2.07 1.95
H -3.65 -2.79 2.91
H 0.66 -1.72 -0.42
C -2.10 3.53 0.59
C 2.92 -2.51 -1.52
H -2.64 4.24 1.22
H -0.89 4.29 -3.30
H -2.51 -3.98 1.20
C -2.63 -1.79 1.25
H 1.14 -2.61 1.15
O 1.65 0.87 0.67
H -2.72 -3.29 -0.46
N 0.43 0.94 0.95
C 1.32 -2.42 0.09
H -4.16 -1.16 2.77
H 2.38 -1.85 -2.20
O -0.38 1.02 0.04
O 2.71 -2.24 -0.15
O 0.13 1.18 2.10
H 6.07 -0.46 -2.78
H -1.81 -1.72 1.97
H 6.55 0.06 -1.20
H -2.86 4.52 -1.19
O 4.79 -1.12 -1.18
C -2.30 -3.14 0.54
H -4.02 1.23 2.09
O -2.73 -0.63 0.42
H -0.28 2.67 -3.42
H 4.83 -2.56 -2.70
H 0.35 3.67 -2.09
C -0.52 3.46 -2.71
Sr 0.68 1.12 4.66
O -2.78 2.20 0.62
Hf -2.41 0.92 -1.32
H 4.98 -3.14 -1.13
H -1.14 3.49 1.09
H -2.61 1.99 2.76
H 6.90 -1.47 -1.69
C 4.42 -2.41 -1.71


Record 2
Entry from the OMol25 dataset: a molecular structure, C11H28AgF2N5O9S2 at a distorted geometry (ωB97M-V/def2-TZVPD).

The expectation value of S² is 0.752. As for the net charge: +1. The energy above the lowest of the compared OMol25 structures with the same formula, charge and spin is 10.9 kcal per mole. Its LUMO energy (spin up / spin down) is -0.0870 / -0.2312 hartree. The multiplicity is 2. The frontier orbital gap (spin up / spin down) comes out at 10.3958 / 6.3908 eV.

Positions of all 58 atoms, in Å:
F -16.53 7.01 -9.31
N -17.01 12.87 -6.34
C -20.59 7.25 -10.38
O -17.31 7.34 -4.95
C -17.29 9.90 -11.43
H -20.96 6.25 -8.68
C -17.77 12.66 -7.44
H -22.89 8.73 -6.34
O -20.06 8.70 -6.69
C -20.95 7.30 -11.84
C -20.84 7.84 -6.27
H -16.15 8.08 -11.65
H -21.88 9.00 -4.87
H -22.56 10.49 -11.44
H -20.98 5.84 -5.80
N -21.21 6.30 -9.66
H -21.84 12.05 -11.77
H -18.28 9.54 -11.70
H -16.67 13.78 -6.10
H -17.83 11.99 -11.17
H -23.03 11.61 -9.25
H -22.71 7.49 -5.18
H -16.18 11.76 -11.42
O -16.62 5.83 -7.30
N -17.16 8.32 -7.43
C -22.15 8.30 -5.66
H -20.78 10.71 -11.98
H -21.25 6.31 -12.19
O -18.36 11.59 -7.60
O -20.06 10.79 -9.65
H -21.98 5.75 -9.99
S -16.67 8.32 -5.76
O -15.38 8.85 -5.45
H -20.15 7.58 -12.52
H -18.64 14.43 -8.12
F -17.62 9.55 -5.45
H -21.69 11.61 -8.06
O -14.77 7.42 -7.80
H -18.04 13.31 -9.38
H -19.63 6.26 -6.76
O -17.12 9.70 -10.00
C -16.21 9.08 -12.09
H -16.20 9.95 -9.84
H -16.84 12.06 -5.77
C -21.22 11.15 -9.95
H -16.33 8.96 -13.16
Ag -18.67 9.45 -8.36
S -16.18 7.13 -7.75
H -21.84 7.93 -11.91
N -22.07 11.46 -8.98
H -16.88 14.30 -8.50
N -20.51 6.55 -6.34
C -21.63 11.05 -11.39
O -19.69 7.94 -9.90
H -17.26 11.50 -12.83
C -17.15 11.37 -11.76
H -15.20 9.41 -11.78
C -17.82 13.77 -8.42


Record 3
Entry from the OMol25 dataset: a molecular structure, C11H28AsF6N3O6PReS2 at a distorted geometry (ωB97M-V/def2-TZVPD).

The expectation value of S² is 0.755. As for the net charge: +1. Its LUMO energy (spin up / spin down) is -0.1237 / -0.1227 hartree. The multiplicity is 2. The frontier orbital gap (spin up / spin down) comes out at 6.3044 / 6.8325 eV.

Positions of all 59 atoms, in Å:
F 2.83 -3.77 0.09
H -0.35 1.64 -2.15
C 2.61 -0.77 -1.50
F 1.55 -4.17 1.81
S -0.90 -1.91 1.90
H -1.33 -1.87 -1.40
N -1.82 -1.10 -0.82
F -2.82 -1.58 3.73
C -3.17 -0.73 -1.13
C 1.69 0.50 2.30
H 3.54 -0.78 -2.09
O -1.12 -0.55 1.41
H 2.02 -1.66 -1.76
C -2.47 1.77 -1.66
O 0.51 -1.61 -0.83
Re -0.22 0.05 -0.19
C 0.26 0.89 -3.27
H -0.55 1.59 -3.01
O -0.33 1.67 0.87
C 1.62 3.30 1.88
H -3.69 -0.43 -0.21
H -4.23 0.71 -2.34
C 2.95 1.46 -3.08
H 2.25 3.22 0.99
C -2.48 -2.39 2.69
H 2.27 3.42 2.75
C -0.30 2.08 3.58
H -2.97 2.15 -0.76
H -0.95 2.95 3.53
H 3.07 0.74 -3.91
H 0.72 1.21 -4.21
H 2.32 0.34 1.42
F -2.44 -3.66 3.19
O 1.14 -0.12 0.83
P 0.58 1.87 2.04
C -3.18 0.47 -2.12
H -2.56 2.54 -2.44
H 3.92 1.56 -2.56
O 0.10 -2.02 2.96
C 1.80 -3.25 0.83
F 2.31 -2.14 1.43
H -0.17 -0.12 -3.41
As 1.57 0.85 -1.82
N -1.09 1.50 -1.37
S 0.32 -2.92 -0.22
H 2.34 0.68 3.16
N -0.87 -3.06 0.82
H 1.01 4.21 1.79
H -2.74 0.14 -3.07
H 2.88 -0.84 -0.43
H 1.13 -0.42 2.48
O 0.31 -4.01 -1.21
H 2.68 2.44 -3.50
H -0.91 1.20 3.79
H -1.54 -2.10 0.28
H -3.72 -1.58 -1.56
F -3.53 -2.36 1.82
H 0.40 2.22 4.41
H -0.23 2.55 -0.72


Record 4
Entry from the OMol25 dataset: a molecular structure, C11H28F6N9O15S2Zn2 at a distorted geometry (ωB97M-V/def2-TZVPD).

As for the net charge: +1. Its LUMO energy is -0.3446 hartree. The frontier orbital gap comes out at 2.1083 eV.

Positions of all 73 atoms, in Å:
H -5.32 -3.14 -0.42
H -1.48 4.30 8.58
Zn 2.02 -1.93 -1.55
H -0.56 -1.81 -8.44
H -2.27 -2.43 7.52
C -3.49 -2.45 -1.02
O -1.79 -1.37 5.73
N -1.02 3.68 7.93
H 0.85 -0.70 -8.84
H -4.79 -1.09 5.85
N 2.60 -5.64 -1.41
C 1.27 0.77 1.18
O 1.20 -6.20 -3.68
H 2.31 6.12 -2.78
H -1.79 4.37 1.96
O 0.92 2.65 7.61
F 3.77 -7.32 -4.99
H -0.03 5.35 8.76
H -1.10 -1.96 -6.78
O 1.68 -0.36 1.51
N -4.39 -3.34 -0.76
N 1.41 -0.87 -8.01
C -3.44 4.58 1.40
F 0.95 -6.16 0.92
O 3.78 -5.63 0.73
S 2.21 -6.77 -2.81
H -2.05 4.56 -0.30
H 2.45 5.52 -4.33
C 3.97 7.07 -4.05
H -3.36 3.51 1.59
O 1.08 0.89 -0.02
C 0.77 -1.29 -7.03
F 4.09 -5.33 -4.29
H -4.42 5.02 1.63
O 3.88 4.87 -2.98
H 3.16 4.26 -2.80
O 4.44 6.71 -5.31
O -3.51 6.08 -0.59
H 4.77 7.29 -3.34
N -0.42 -1.65 -7.46
H -4.09 -2.26 7.44
N -3.94 -1.03 5.30
C 3.84 -6.57 -3.88
C -2.93 -1.42 6.01
H -3.24 -0.49 -0.92
Zn 2.09 -0.21 4.84
O 2.14 -8.25 -2.55
O -2.46 5.00 2.25
H -3.69 4.03 -0.65
C 1.66 -7.19 0.65
F 4.89 -6.97 -3.21
N -3.88 -1.25 -0.73
O -2.32 -2.70 -1.26
H 1.63 4.72 8.75
N 0.63 4.59 8.68
H 3.39 8.00 -4.09
H -3.74 -0.61 4.41
H -4.83 -1.05 -0.45
H -2.86 6.36 -1.22
C 3.07 5.94 -3.54
N -3.14 -2.07 7.14
O 4.01 -7.70 -0.51
H 2.19 -0.27 -7.79
C 0.25 3.59 8.01
H -1.65 3.01 7.51
F 2.03 -7.91 1.68
O 1.03 1.48 2.12
H -4.16 -4.32 -0.78
C -3.11 4.77 -0.11
S 3.17 -6.54 -0.22
F 0.89 -7.95 -0.17
H 3.74 6.30 -5.83
O 1.06 -1.23 -5.83


Record 5
Entry from the OMol25 dataset: a molecular structure, C11H28O11S5Sr2 at a distorted geometry (ωB97M-V/def2-TZVPD).

The expectation value of S² is 0.756. As for the net charge: +3. Its LUMO energy (spin up / spin down) is -0.3321 / -0.5130 hartree. The multiplicity is 2. The frontier orbital gap (spin up / spin down) comes out at 7.7665 / 2.8435 eV.

Positions of all 57 atoms, in Å:
H 2.80 -2.72 -5.42
C 0.46 -1.21 4.14
O -0.98 0.56 -0.90
H -2.43 -0.83 -5.76
O 2.14 -0.10 -5.15
S -2.62 0.01 2.50
C 0.93 -3.73 3.50
H -4.57 0.70 3.68
S 3.35 2.14 3.35
H -3.16 0.28 4.80
C 2.01 1.88 4.61
H -0.07 -1.27 5.09
C 1.93 -2.30 -4.91
Sr 2.89 -0.59 0.59
H 0.07 -3.75 4.18
O -3.21 0.35 -3.20
H -4.27 -0.94 3.99
H -1.25 2.01 1.90
H -3.77 0.02 -5.98
H -0.25 -1.32 3.32
C 2.19 -1.05 -4.08
C -3.75 0.02 3.92
H 1.42 -3.03 -4.28
H 0.53 -3.71 2.49
H 1.05 1.79 4.10
H -2.95 2.40 2.28
H 2.01 4.14 2.73
C 2.38 3.25 2.22
O -3.59 -0.05 1.27
H 1.55 -1.04 -3.19
H 2.32 0.96 5.10
C -2.10 1.77 2.54
O 2.74 -1.85 2.70
H -0.68 2.07 -5.25
H -1.75 1.96 3.56
C -0.94 1.59 -4.31
H -2.24 0.77 -6.65
H -0.60 2.08 -3.40
H 1.94 2.71 5.31
O 1.15 -0.63 -1.05
H 2.93 3.55 1.33
S -0.02 -0.34 -0.26
O 0.98 0.17 -7.09
O 0.58 0.15 1.02
Sr -2.98 -0.72 -0.96
O -0.82 -1.51 -0.11
H 3.19 -1.06 -3.64
H 1.64 -4.56 3.57
O 3.35 0.90 2.47
H -0.63 0.55 -4.35
S 1.95 -2.25 3.95
C -2.71 0.22 -5.84
H 1.54 2.62 1.94
O 0.99 -1.75 -5.88
C 1.34 -0.50 -6.11
H 0.74 -0.18 3.89
S -2.77 1.33 -4.29


Copy entry 2 word for word.
Entry from the OMol25 dataset: a molecular structure, C11H28AgF2N5O9S2 at a distorted geometry (ωB97M-V/def2-TZVPD).

The expectation value of S² is 0.752. As for the net charge: +1. The energy above the lowest of the compared OMol25 structures with the same formula, charge and spin is 10.9 kcal per mole. Its LUMO energy (spin up / spin down) is -0.0870 / -0.2312 hartree. The multiplicity is 2. The frontier orbital gap (spin up / spin down) comes out at 10.3958 / 6.3908 eV.

Positions of all 58 atoms, in Å:
F -16.53 7.01 -9.31
N -17.01 12.87 -6.34
C -20.59 7.25 -10.38
O -17.31 7.34 -4.95
C -17.29 9.90 -11.43
H -20.96 6.25 -8.68
C -17.77 12.66 -7.44
H -22.89 8.73 -6.34
O -20.06 8.70 -6.69
C -20.95 7.30 -11.84
C -20.84 7.84 -6.27
H -16.15 8.08 -11.65
H -21.88 9.00 -4.87
H -22.56 10.49 -11.44
H -20.98 5.84 -5.80
N -21.21 6.30 -9.66
H -21.84 12.05 -11.77
H -18.28 9.54 -11.70
H -16.67 13.78 -6.10
H -17.83 11.99 -11.17
H -23.03 11.61 -9.25
H -22.71 7.49 -5.18
H -16.18 11.76 -11.42
O -16.62 5.83 -7.30
N -17.16 8.32 -7.43
C -22.15 8.30 -5.66
H -20.78 10.71 -11.98
H -21.25 6.31 -12.19
O -18.36 11.59 -7.60
O -20.06 10.79 -9.65
H -21.98 5.75 -9.99
S -16.67 8.32 -5.76
O -15.38 8.85 -5.45
H -20.15 7.58 -12.52
H -18.64 14.43 -8.12
F -17.62 9.55 -5.45
H -21.69 11.61 -8.06
O -14.77 7.42 -7.80
H -18.04 13.31 -9.38
H -19.63 6.26 -6.76
O -17.12 9.70 -10.00
C -16.21 9.08 -12.09
H -16.20 9.95 -9.84
H -16.84 12.06 -5.77
C -21.22 11.15 -9.95
H -16.33 8.96 -13.16
Ag -18.67 9.45 -8.36
S -16.18 7.13 -7.75
H -21.84 7.93 -11.91
N -22.07 11.46 -8.98
H -16.88 14.30 -8.50
N -20.51 6.55 -6.34
C -21.63 11.05 -11.39
O -19.69 7.94 -9.90
H -17.26 11.50 -12.83
C -17.15 11.37 -11.76
H -15.20 9.41 -11.78
C -17.82 13.77 -8.42


- net charge of number 1 (C11H27HfNO8Sr2)?
  +7